Molecular formula: C42H51AsORhS2SeSi
Method: DFT, wB97M-V/def2-TZVPD

- DFT total energy: -7539.9437 a.u.
- Frontier orbital gap (alpha / beta): 0.224 / 0.224 Ha
- E_HOMO (alpha / beta): -3.9 / -3.9 eV
- Charge: -1
- Strongest force on any atom: 2.15 eV/Å

Structure (XYZ):
```
100
Properties=species:S:1:pos:R:3:forces:R:3:lowdin_charge:R:1
Rh 0.24410 -0.58474 1.03881 1.6 0.1 -0.5 0.19
S 2.59070 0.12566 0.93891 -0.5 0.2 0.4 0.67
C 3.35500 -1.42254 0.85711 0.2 -0.5 0.4 -0.68
C 4.51380 -1.60994 0.10881 -0.2 0.1 0.3 -0.14
C 5.07220 -2.86884 0.01071 0.1 -0.4 0.0 -0.12
C 4.49090 -3.94204 0.68001 0.4 0.0 -0.2 -0.12
C 3.37720 -3.75254 1.47501 -0.3 0.2 0.1 -0.13
C 2.78840 -2.49434 1.57741 0.6 0.2 -0.5 -0.72
S 1.41360 -2.20824 2.59521 -1.5 1.0 -0.2 0.60
H 4.94520 -0.75644 -0.40089 0.0 0.0 -0.1 0.10
H 5.95380 -3.02894 -0.59659 0.0 0.0 -0.1 0.09
H 4.91050 -4.93614 0.58121 0.0 0.0 0.0 0.09
H 2.93530 -4.58084 2.00921 -0.1 -0.1 0.0 0.09
O 0.53710 1.24206 -0.73489 -1.6 -0.9 1.2 -0.56
As 1.78170 1.89896 -1.53049 1.3 0.6 -1.0 1.16
C 0.77030 2.84626 -2.90119 -0.1 -0.2 0.2 -0.28
C 0.56980 2.36456 -4.18669 0.4 -0.1 0.1 -0.08
C -0.44560 2.88916 -4.97209 -0.1 0.1 -0.1 -0.09
C -1.26150 3.89516 -4.48139 0.0 0.0 0.0 -0.09
C -1.06950 4.37666 -3.19449 -0.1 0.1 0.0 -0.08
C -0.07700 3.83376 -2.40539 0.2 0.0 0.3 -0.13
C 2.97930 0.62436 -2.36589 -0.1 0.2 0.1 -0.32
C 4.22660 0.98966 -2.85439 -0.1 0.3 0.1 -0.10
C 5.07120 0.01506 -3.35879 0.2 0.0 -0.1 -0.10
C 4.67490 -1.31304 -3.37489 0.0 0.0 0.0 -0.09
C 3.43310 -1.67774 -2.87809 0.0 0.1 -0.2 -0.07
C 2.58750 -0.70574 -2.37509 -0.5 0.0 0.1 -0.12
C 2.89960 3.30296 -0.70549 -0.2 -0.2 -0.2 -0.27
C 2.81690 4.60926 -1.17549 -0.2 -0.1 -0.3 -0.11
C 3.59900 5.60806 -0.62189 0.0 0.2 0.0 -0.09
C 4.48080 5.31956 0.40651 0.0 0.1 0.0 -0.09
C 4.58800 4.01546 0.85971 0.1 0.1 0.0 -0.08
C 3.80750 3.01736 0.30501 0.1 -0.3 0.1 -0.13
H 1.19870 1.56056 -4.55759 -0.1 0.0 0.0 0.10
H -0.61850 2.50246 -5.96609 0.0 -0.1 -0.1 0.10
H -2.06850 4.28376 -5.08639 0.0 0.0 -0.1 0.10
H -1.69950 5.16276 -2.80189 -0.1 0.0 0.0 0.10
H 0.04460 4.14236 -1.37049 -0.2 0.1 -0.1 0.10
H 4.53910 2.02936 -2.82889 0.0 -0.1 0.0 0.10
H 6.05390 0.28486 -3.72409 0.0 0.0 0.0 0.10
H 5.35180 -2.06164 -3.76129 0.0 -0.1 0.0 0.10
H 3.12620 -2.71244 -2.86349 0.0 -0.1 0.0 0.11
H 1.62330 -0.97474 -1.95079 0.1 0.0 -0.1 0.03
H 2.14460 4.85216 -1.98949 0.1 0.0 0.1 0.08
H 3.51600 6.62006 -0.99279 0.0 0.1 0.0 0.10
H 5.07390 6.11126 0.84731 0.0 0.0 0.0 0.10
H 5.27840 3.76536 1.65261 0.0 0.0 0.1 0.10
H 3.89490 2.00386 0.67061 0.0 0.1 0.0 0.00
C -2.36590 1.73446 0.08231 0.8 -0.5 0.4 -0.19
Si -1.65890 0.81226 1.65041 -0.7 0.4 -0.3 0.76
C -0.87630 2.26876 2.77861 0.0 -0.6 -0.2 -0.63
C -0.37720 1.68506 4.09991 -0.1 -0.2 -0.2 -0.11
C -1.86280 3.39866 3.05621 -0.1 -0.3 -0.2 -0.10
C 0.32670 2.85226 2.04201 0.0 -0.2 -0.2 -0.13
C -3.38990 0.11866 2.37901 0.6 -0.2 0.0 -0.64
C -3.37150 -0.08504 3.88911 0.1 0.0 -0.1 -0.12
C -3.67110 -1.22564 1.70891 0.2 0.1 0.0 -0.11
C -4.55370 1.04306 2.03781 0.2 0.1 -0.1 -0.12
H -3.08610 2.50556 0.33911 -0.1 0.1 0.2 0.01
H -2.85870 1.02156 -0.57099 -0.1 -0.2 -0.1 0.02
H -1.56610 2.18076 -0.49649 0.2 0.0 -0.1 -0.02
H -1.20330 1.34846 4.71811 -0.1 -0.1 0.2 0.05
H 0.18450 2.43126 4.66611 0.1 0.1 0.1 0.08
H 0.27610 0.83136 3.91221 0.1 0.0 0.1 0.06
H -2.74740 3.03716 3.57491 -0.2 0.0 0.1 0.06
H -2.17790 3.87226 2.12871 -0.1 0.1 -0.1 0.07
H -1.39770 4.16316 3.68401 0.1 0.1 0.1 0.08
H 1.07500 2.07656 1.88331 0.1 0.1 0.0 0.01
H 0.79180 3.66086 2.61261 0.0 0.1 0.2 0.08
H 0.04350 3.24306 1.06441 0.0 0.0 -0.1 0.06
H -2.50910 -0.66994 4.19441 0.2 -0.1 0.2 0.08
H -4.27220 -0.61354 4.20741 -0.1 -0.1 0.1 0.08
H -3.34890 0.86526 4.41641 0.0 0.1 0.1 0.06
H -2.96320 -1.97814 2.04351 0.1 -0.2 0.0 0.06
H -3.59040 -1.15114 0.62521 0.0 -0.1 -0.2 0.07
H -4.67980 -1.57474 1.94591 -0.1 0.0 0.1 0.08
H -4.38020 2.05606 2.38591 -0.1 0.3 0.0 0.06
H -5.47150 0.67866 2.50351 -0.1 -0.1 0.1 0.08
H -4.71200 1.06866 0.96581 -0.1 0.1 -0.2 0.06
C -4.79070 -6.68064 -0.24859 0.0 0.0 0.0 -0.07
C -3.83140 -5.52594 -0.32169 0.0 0.0 0.0 -0.29
C -3.73490 -4.71664 -1.44469 -0.1 -0.2 0.0 -0.03
C -2.79290 -3.70114 -1.52719 0.2 0.2 0.1 -0.32
C -2.70750 -2.84744 -2.75479 0.0 0.0 -0.1 -0.11
C -1.91160 -3.48154 -0.45829 -0.1 0.0 -0.1 -0.52
Se -0.49130 -2.21014 -0.68879 -0.4 0.6 0.8 0.75
C -2.03220 -4.26154 0.69771 0.1 0.1 0.1 -0.31
C -1.12790 -4.05664 1.86771 -0.1 0.1 0.1 -0.14
C -2.98730 -5.26224 0.74591 -0.2 -0.1 -0.1 -0.03
H -5.50960 -6.64264 -1.06369 -0.1 0.0 0.0 0.07
H -5.32710 -6.68044 0.70091 -0.1 0.0 0.0 0.07
H -4.25330 -7.62864 -0.32059 0.0 0.0 0.0 0.08
H -4.39620 -4.89004 -2.28669 0.0 0.0 0.0 0.11
H -3.49930 -3.08254 -3.46479 -0.1 -0.1 0.0 0.07
H -1.73860 -2.98864 -3.23849 -0.1 0.1 -0.1 0.06
H -2.77140 -1.79344 -2.48139 0.0 0.0 -0.1 0.06
H -0.99490 -2.99204 2.08101 0.1 -0.3 -0.1 -0.03
H -0.14110 -4.47644 1.66381 0.1 0.2 0.0 0.06
H -1.51850 -4.53524 2.76381 -0.1 -0.1 0.1 0.08
H -3.06740 -5.86344 1.64361 0.0 -0.1 0.1 0.11
```
Positions in Å, forces in eV/Å.

=====

Molecular formula: C20H16FN5O3S
Method: DFT, wB97M-V/def2-TZVPD

- DFT total energy: -1769.2500 a.u.
- Frontier orbital gap: 0.309 Ha
- SMILES string: Cc1cnc(Nc2ncnc3ccc(Oc4c(F)cccc4S(C)(=O)=O)cc23)cn1
- E_HOMO: -8.9 eV
- Strongest force on any atom: 4.36 eV/Å

Structure (XYZ):
```
46
Properties=species:S:1:pos:R:3:forces:R:3:lowdin_charge:R:1
O 1.97488 -5.19726 0.87968 -0.8 2.0 0.0 -0.34
O 0.26748 -4.56437 2.52623 0.8 1.3 -1.6 -0.32
F -2.77648 -1.21086 -0.58048 1.0 -0.6 0.5 0.08
N 1.99106 3.11842 -1.15606 1.8 0.3 -3.9 0.14
N 0.09387 1.59029 -2.62256 0.6 0.4 2.8 0.13
N -0.21010 3.94382 1.93394 0.3 1.0 -0.3 0.17
N -2.15507 3.15314 2.93210 -0.8 1.8 0.8 0.13
O -0.94314 -2.07220 1.60128 -0.5 -0.1 -0.7 0.02
C -1.35923 4.13594 2.57916 -0.1 -1.7 1.1 -0.17
C 0.10460 1.69457 -1.25828 0.0 0.0 -1.4 -0.02
C 2.05560 2.96413 -2.52126 -0.2 -0.3 1.0 -0.04
C 1.07599 2.43902 -0.54350 -0.8 -0.7 -1.2 -0.33
C 1.11413 2.20082 -3.22420 0.3 0.7 0.0 -0.37
C -0.35680 -3.30899 -2.30689 -0.5 -0.3 1.0 -0.06
C -1.44317 -2.48261 -2.03949 0.2 0.1 0.2 0.01
C 0.40572 -3.86229 -1.26366 0.2 0.2 0.3 -0.04
C -2.36844 -0.46392 2.60181 -1.2 1.6 1.3 0.04
C -1.71479 -2.05686 -0.74128 0.0 0.1 -0.8 -0.17
C -0.86962 -2.47598 0.27877 0.5 -0.1 1.3 -0.16
C -1.23986 -0.75680 1.86562 1.3 1.7 -0.3 -0.26
C 0.15305 -3.42151 0.03830 -0.3 -0.1 -0.6 -0.19
C -2.63739 0.85366 3.00799 -1.0 -2.1 0.2 0.03
C 0.08567 2.73063 1.54912 -1.4 0.9 1.1 -0.33
C -0.37766 0.28594 1.53671 -0.2 -0.8 -0.2 0.07
C -1.80493 1.90376 2.63981 -0.2 -0.1 -0.5 -0.26
C -0.66897 1.63218 1.88873 -0.6 -2.2 0.0 -0.09
N 1.18849 2.61229 0.81357 2.2 0.3 0.1 0.12
C 1.18202 2.07859 -4.70720 0.5 0.5 -0.3 -0.05
C 2.16545 -2.74495 1.94385 0.0 -0.6 0.6 -0.12
S 1.12287 -4.12134 1.41640 0.1 -2.3 1.1 0.71
H -1.58454 5.11012 2.97160 -0.1 0.4 -0.3 0.11
H -0.70617 1.20163 -0.75842 -0.2 -0.1 0.2 0.09
H 2.89030 3.39374 -3.11239 -0.6 0.1 0.9 0.12
H -0.21511 -3.58308 -3.32178 0.4 -0.3 -0.7 0.10
H -2.08821 -2.13447 -2.84535 0.2 0.0 0.2 0.13
H 1.21535 -4.59999 -1.41130 -0.6 0.5 -0.1 0.12
H -3.02784 -1.26706 2.88661 -0.1 -0.1 0.0 0.13
H -3.52759 1.10512 3.60610 0.5 -0.3 -0.4 0.13
H 0.49605 0.05942 0.94405 0.2 0.0 0.0 0.13
H 1.72852 3.46857 0.97411 0.2 -0.5 -0.3 0.15
H 0.28093 2.50773 -5.17833 0.4 -0.3 0.2 0.09
H 2.08346 2.62127 -5.06971 -0.6 -0.5 0.0 0.08
H 1.24702 1.01427 -4.93278 0.0 0.1 -0.4 0.08
H 2.99234 -3.17675 2.54348 -0.6 0.1 -0.3 0.08
H 1.57317 -2.06058 2.55659 0.0 -0.1 -0.2 0.06
H 2.58708 -2.25721 1.07934 0.0 0.1 -0.3 0.06
```
Positions in Å, forces in eV/Å.

=====

Molecular formula: C9H13Al2Be2BrCl2F6N3O8S
Method: DFT, wB97M-V/def2-TZVPD

- DFT total energy: -6122.2789 a.u.
- Frontier orbital gap: 0.052 Ha
- E_HOMO: -11.1 eV
- Charge: +1
- Strongest force on any atom: 4.81 eV/Å

Structure (XYZ):
```
47
Properties=species:S:1:pos:R:3:forces:R:3:lowdin_charge:R:1
C 3.67109 1.04792 0.48856 -1.1 0.7 -1.9 -0.13
C 2.69561 1.21058 1.37190 1.1 -0.6 1.6 -0.18
N 1.45445 2.00449 1.30571 0.9 -2.4 -0.1 -0.12
C 1.64003 3.43640 1.01510 0.4 2.3 -1.5 -0.65
O 0.95841 4.15127 1.85385 -1.9 -2.3 3.6 0.03
O 2.28393 3.92529 0.13760 0.3 -1.3 0.1 0.12
S 0.23998 1.31340 0.34285 -4.4 1.7 -1.2 0.62
O -0.95832 1.40922 1.12447 0.7 -0.8 1.4 -0.25
O 0.05439 2.02944 -0.86409 3.5 -1.3 -0.4 -0.28
F 0.54112 -0.17276 0.10161 0.3 1.5 0.5 -0.10
H 4.73263 0.89053 0.80955 -0.7 -1.0 0.1 -0.09
H 3.47415 1.09050 -0.68136 1.0 -0.1 3.9 -0.19
H 2.79832 0.64078 2.30231 -0.1 0.9 0.2 0.12
Be 0.35967 2.92366 2.95562 0.3 -0.5 -2.7 0.71
F 2.02721 -1.71291 0.16415 0.7 -0.5 0.1 -0.35
Be 6.37421 1.89956 1.13571 0.2 0.1 -0.1 0.68
F -4.07988 3.88613 0.00009 0.5 -0.2 -0.6 -0.16
Al -3.50763 3.23551 -1.45710 -1.7 -0.1 1.5 -0.25
F -1.82403 2.85381 -1.31841 -1.9 1.2 -1.8 -0.26
F -3.65737 4.39299 -2.73253 1.2 -0.8 -0.2 -0.22
F -4.36875 1.83128 -1.85490 0.7 0.6 -0.2 -0.15
Br 3.00998 1.58956 -2.30774 1.3 2.3 -2.2 0.53
C -2.04411 0.02175 5.09836 0.0 0.0 -0.1 0.03
C -1.13129 0.87418 4.35984 -0.7 -0.7 0.5 -0.08
N -0.41133 1.53688 3.77892 1.3 2.6 -0.6 0.23
H -2.41005 0.55348 5.97648 0.0 0.1 0.0 0.11
H -2.88722 -0.24742 4.46069 0.0 0.1 -0.1 0.12
H -1.52568 -0.88374 5.41368 0.1 0.0 0.0 0.11
Al -1.50382 3.35680 -3.79341 -0.5 0.2 0.9 1.09
O -6.77823 1.61821 0.28279 0.2 0.1 -0.1 -0.17
Cl -5.92579 1.03300 1.27429 -0.3 0.3 0.4 0.67
O -6.52897 -0.15710 1.80126 0.3 -0.1 0.0 -0.22
O -5.70555 1.97398 2.33398 0.0 0.0 0.0 -0.23
O -4.66360 0.68874 0.66355 0.0 -0.2 -0.1 -0.20
Cl 4.70814 3.08768 -1.68061 -1.7 -1.6 -0.8 0.07
C 0.37201 -4.66613 -3.53354 0.0 0.0 0.0 -0.11
C 1.54874 -5.53477 -3.10334 -0.2 0.0 -0.2 -0.26
C 2.33110 -4.93903 -1.92754 0.0 0.0 -0.3 -0.18
C 2.88439 -3.62764 -2.29195 -0.2 -0.6 0.5 -0.24
N 3.31374 -2.60747 -2.58100 0.2 0.6 -0.2 0.15
H 0.70408 -3.68930 -3.88889 0.0 0.0 0.1 0.07
H -0.17168 -5.14112 -4.35042 0.0 0.0 0.0 0.07
H -0.32478 -4.51226 -2.70707 0.0 0.0 0.0 0.08
H 2.21657 -5.67712 -3.95538 0.1 0.0 0.1 0.11
H 1.17868 -6.52108 -2.81785 0.1 0.0 0.1 0.11
H 3.15193 -5.59994 -1.64773 0.0 0.1 0.1 0.12
H 1.68350 -4.81718 -1.05811 0.0 0.1 0.0 0.12
```
Positions in Å, forces in eV/Å.